# 1
{"formula": "C6H8", "method": "ωB97M-V/def2-TZVPD", "species": ["C", "C", "C", "C", "C", "C", "H", "H", "H", "H", "H", "H", "H", "H"], "positions_angstrom": [[0.624, -1.128, 0.301], [1.313, -0.004, 0.595], [0.426, 1.155, 0.352], [-0.128, 0.666, -1.248], [-0.865, 0.508, 0.034], [-0.869, -0.898, 0.507], [1.045, -2.056, -0.068], [2.373, 0.044, 0.815], [0.548, 2.108, 0.878], [0.722, 0.154, -1.633], [-0.814, 0.775, -2.084], [-1.726, 1.178, 0.034], [-1.578, -1.499, -0.064], [-1.072, -1.004, 1.581]], "forces_ev_per_angstrom": [[0.327, -0.405, 0.887], [0.012, -0.250, -0.217], [-0.029, 0.009, -0.333], [-0.172, 0.832, -0.370], [-0.249, -0.214, 0.113], [-0.007, -0.208, 0.010], [0.123, -0.227, 0.778], [-0.038, 0.124, -0.465], [-0.131, -0.133, -0.801], [0.108, -0.847, 0.477], [0.016, 2.074, -0.154], [-0.052, -0.444, 0.208], [0.291, -0.189, -0.009], [-0.200, -0.122, -0.124]], "smiles": "C1=C[C@H]2C[C@H]2C1", "total_charge": 0, "homo_lumo_gap_ev": 9.6}


# 2
{"formula": "C7H9N3O", "method": "ωB97M-V/def2-TZVPD", "species": ["C", "C", "C", "C", "C", "C", "C", "N", "N", "N", "O", "H", "H", "H", "H", "H", "H", "H", "H", "H"], "positions_angstrom": [[-1.662, -1.421, 1.082], [1.604, -1.341, -1.069], [0.866, -0.785, -0.104], [1.689, -0.381, 0.920], [1.315, 0.274, 2.211], [-2.630, -0.764, -1.145], [-2.076, -0.465, 0.199], [-1.416, -2.052, 2.018], [2.933, -0.570, 0.507], [2.899, -1.215, -0.674], [-2.081, 0.816, 0.523], [1.415, -1.725, -2.134], [0.268, 0.197, 2.261], [1.929, -0.312, 2.886], [1.625, 1.286, 2.336], [-2.303, 0.011, -1.825], [-3.742, -0.706, -1.204], [-2.286, -1.711, -1.586], [3.752, -1.393, -1.068], [-2.665, 1.415, 0.016]], "forces_ev_per_angstrom": [[-0.095, 0.343, 1.314], [0.936, -1.385, -4.008], [-1.907, -0.258, -0.175], [0.643, 1.401, -0.508], [1.801, -1.162, -0.854], [-0.489, -0.442, -0.761], [-0.550, -0.062, -2.798], [0.259, -0.819, 0.340], [1.004, -0.324, 1.095], [-2.993, 1.436, 2.160], [0.098, 1.688, 1.492], [-0.054, 0.509, 2.057], [-1.215, -0.237, 0.902], [-0.689, -0.027, 1.025], [0.248, 0.833, -0.350], [0.302, 0.287, -0.262], [0.536, -0.297, 0.364], [-0.247, 0.183, 0.429], [2.009, -0.676, -1.471], [0.402, -0.993, 0.009]], "total_charge": 0, "homo_lumo_gap_ev": [8.9, 7.4]}


# 3
{"formula": "C6H7NOS", "method": "ωB97M-V/def2-TZVPD", "species": ["C", "C", "C", "C", "C", "C", "N", "O", "S", "H", "H", "H", "H", "H", "H", "H"], "positions_angstrom": [[1.092, 2.235, -0.024], [2.440, -0.649, 0.174], [-0.461, 2.030, 0.123], [1.203, -1.414, 0.006], [-0.020, -0.523, -0.392], [-0.028, 0.583, 0.617], [1.332, 1.122, 0.635], [1.805, 3.159, -0.374], [3.998, -0.538, -0.051], [-0.782, 2.614, 0.842], [-0.969, 1.971, -0.846], [1.208, -2.310, -0.776], [1.194, -1.980, 1.061], [0.243, -0.310, -1.451], [-0.772, -1.268, -0.287], [-0.523, 0.538, 1.650]], "forces_ev_per_angstrom": [[-0.279, 2.906, -0.467], [0.494, 2.596, -1.122], [2.743, -3.802, -4.777], [0.414, -2.828, 0.838], [1.582, -1.766, 1.150], [-0.845, 3.133, 0.603], [2.019, -5.018, 1.272], [-0.568, -0.826, -0.240], [-1.742, -0.345, 0.497], [-2.218, 2.932, 3.253], [-0.288, 0.599, 0.460], [0.766, 1.913, 1.548], [-0.746, 1.218, -1.937], [-0.806, 0.664, 0.699], [-1.433, -0.008, -0.422], [0.908, -1.367, -1.357]], "total_charge": 0, "homo_lumo_gap_ev": 7.6}


# 4
{"formula": "C51H53F7O2PS", "method": "ωB97M-V/def2-TZVPD", "species": ["O", "S", "O", "P", "C", "F", "F", "C", "F", "F", "C", "F", "F", "F", "H", "H", "H", "H", "H", "C", "C", "C", "C", "C", "C", "H", "H", "H", "H", "H", "H", "C", "C", "C", "C", "C", "C", "H", "H", "H", "H", "H", "H", "C", "C", "C", "C", "C", "C", "H", "H", "H", "H", "H", "H", "C", "C", "C", "C", "C", "C", "H", "H", "H", "H", "H", "H", "C", "C", "C", "C", "C", "C", "H", "H", "H", "H", "H", "H", "C", "C", "C", "C", "C", "C", "H", "H", "H", "H", "H", "H", "C", "C", "C", "C", "C", "C", "H", "H", "H", "H", "H", "H", "C", "C", "C", "C", "C", "C", "H", "H", "H", "H", "H", "H"], "positions_angstrom": [[-3.313, 0.571, -3.697], [-3.057, 1.691, -2.800], [-3.242, 2.987, -3.434], [-4.407, 1.347, -0.893], [-1.200, 1.447, -2.487], [-0.634, 1.135, -3.672], [-1.079, 0.370, -1.684], [-0.378, 2.621, -1.895], [0.876, 2.573, -2.406], [-0.897, 3.804, -2.192], [-0.180, 2.566, -0.368], [-1.344, 2.673, 0.285], [0.598, 3.620, -0.015], [0.453, 1.450, 0.008], [-5.463, 1.240, -1.893], [-4.567, 2.787, -0.834], [-3.235, 1.406, -0.016], [-4.137, -0.076, -1.088], [-5.325, 1.127, 0.206], [-0.680, 3.230, 3.483], [-2.059, 3.252, 3.346], [-2.868, 3.110, 4.465], [-2.294, 2.952, 5.721], [-0.912, 2.918, 5.853], [-0.106, 3.057, 4.732], [-0.050, 3.335, 2.609], [-2.504, 3.367, 2.368], [-3.945, 3.112, 4.356], [-2.924, 2.836, 6.594], [-0.462, 2.774, 6.827], [0.971, 3.019, 4.828], [3.327, -0.159, 5.903], [3.303, -0.806, 7.131], [2.097, -1.239, 7.663], [0.916, -1.031, 6.964], [0.941, -0.386, 5.736], [2.145, 0.053, 5.207], [4.268, 0.179, 5.487], [4.225, -0.972, 7.673], [2.078, -1.740, 8.622], [-0.025, -1.372, 7.376], [0.022, -0.224, 5.188], [2.160, 0.560, 4.252], [1.591, 0.002, -5.878], [1.723, 1.376, -5.749], [2.309, 2.115, -6.768], [2.757, 1.480, -7.918], [2.623, 0.105, -8.048], [2.042, -0.634, -7.027], [1.132, -0.572, -5.084], [1.369, 1.870, -4.856], [2.417, 3.187, -6.664], [3.211, 2.057, -8.714], [2.970, -0.391, -8.945], [1.938, -1.707, -7.127], [-2.102, -3.678, -0.462], [-2.188, -2.734, -1.476], [-2.581, -3.116, -2.750], [-2.888, -4.444, -3.010], [-2.802, -5.390, -1.997], [-2.406, -5.008, -0.723], [-1.797, -3.377, 0.532], [-1.966, -1.698, -1.275], [-2.654, -2.372, -3.534], [-3.202, -4.742, -4.003], [-3.047, -6.426, -2.200], [-2.338, -5.746, 0.067], [-1.616, 7.315, 1.306], [-1.880, 6.622, 2.478], [-3.043, 6.878, 3.189], [-3.944, 7.825, 2.726], [-3.681, 8.517, 1.553], [-2.517, 8.264, 0.843], [-0.711, 7.110, 0.748], [-1.183, 5.879, 2.835], [-3.246, 6.333, 4.103], [-4.855, 8.021, 3.278], [-4.388, 9.251, 1.187], [-2.314, 8.800, -0.075], [-3.267, -9.949, 2.486], [-4.009, -9.850, 1.318], [-3.450, -9.270, 0.188], [-2.148, -8.794, 0.225], [-1.406, -8.893, 1.393], [-1.966, -9.469, 2.524], [-3.705, -10.397, 3.368], [-5.025, -10.222, 1.288], [-4.031, -9.185, -0.721], [-1.712, -8.340, -0.656], [-0.391, -8.519, 1.422], [-1.389, -9.542, 3.437], [2.439, -3.422, 2.304], [1.913, -4.148, 1.244], [1.384, -3.488, 0.143], [1.387, -2.101, 0.098], [1.918, -1.376, 1.155], [2.440, -2.035, 2.259], [2.843, -3.936, 3.167], [1.910, -5.230, 1.278], [0.963, -4.053, -0.679], [0.971, -1.585, -0.758], [1.917, -0.294, 1.120], [2.843, -1.468, 3.085], [6.000, 1.858, -3.489], [5.347, 1.985, -4.707], [5.992, 2.581, -5.780], [7.292, 3.046, -5.638], [7.945, 2.918, -4.420], [7.298, 2.326, -3.345], [5.495, 1.395, -2.651], [4.336, 1.618, -4.822], [5.479, 2.680, -6.728], [7.796, 3.509, -6.477], [8.959, 3.281, -4.309], [7.806, 2.230, -2.394]], "forces_ev_per_angstrom": [[0.397, -0.542, 0.025], [-0.833, -0.047, -1.054], [0.483, 0.449, 0.197], [-1.077, -0.741, 1.836], [-0.129, 0.449, -0.605], [0.075, -0.020, -0.083], [0.083, -0.280, 0.205], [0.220, -0.613, 0.297], [0.328, 0.044, -0.131], [-0.206, 0.396, -0.151], [-0.046, 0.415, 0.320], [0.688, -0.045, -0.256], [-0.283, -0.393, 0.062], [-0.099, 0.343, 0.145], [0.183, 0.241, -0.238], [0.215, 0.077, -0.155], [-0.131, 0.129, -0.152], [0.109, 0.131, -0.147], [0.118, -0.012, -0.120], [0.054, -0.066, -0.074], [-0.138, -0.047, -0.030], [0.054, 0.003, 0.088], [0.002, -0.051, -0.072], [-0.033, 0.010, 0.063], [0.084, -0.001, 0.039], [0.007, 0.014, -0.012], [-0.035, 0.009, -0.025], [-0.015, 0.019, -0.011], [-0.009, 0.008, 0.016], [0.007, 0.000, 0.015], [0.012, 0.019, 0.044], [0.011, 0.020, -0.006], [0.015, -0.007, 0.009], [-0.004, -0.006, 0.003], [0.027, -0.010, 0.019], [-0.099, 0.010, -0.050], [0.043, 0.036, 0.036], [0.013, 0.005, -0.004], [0.015, 0.002, 0.011], [0.002, -0.014, 0.012], [-0.019, -0.003, 0.002], [-0.017, 0.024, -0.004], [-0.017, 0.011, -0.017], [0.003, -0.046, 0.017], [0.029, 0.047, -0.018], [0.017, 0.004, -0.028], [0.023, 0.022, 0.003], [0.014, -0.017, -0.014], [0.014, 0.002, 0.004], [-0.037, 0.010, 0.011], [-0.034, 0.017, 0.034], [-0.019, 0.018, 0.003], [-0.002, 0.007, -0.016], [0.009, -0.009, -0.012], [-0.009, -0.015, -0.002], [0.004, -0.026, -0.020], [-0.008, -0.024, 0.073], [0.001, 0.004, -0.100], [0.014, -0.018, 0.006], [0.010, -0.025, -0.021], [0.013, -0.033, 0.050], [0.009, 0.009, 0.008], [-0.027, 0.066, 0.019], [-0.037, 0.057, 0.029], [-0.006, -0.004, -0.016], [-0.007, -0.015, -0.002], [-0.019, -0.004, 0.016], [-0.007, 0.011, -0.006], [0.040, 0.070, -0.031], [-0.022, 0.002, 0.031], [-0.005, 0.003, 0.004], [-0.012, 0.015, 0.004], [0.004, 0.005, -0.009], [0.008, -0.015, -0.013], [0.033, -0.044, 0.032], [0.003, -0.031, -0.002], [-0.015, 0.003, 0.005], [-0.013, 0.013, -0.007], [-0.003, -0.002, -0.023], [-0.003, -0.007, 0.010], [-0.017, -0.005, 0.002], [-0.006, -0.006, -0.013], [0.012, 0.017, -0.039], [0.020, 0.002, 0.003], [0.006, -0.005, 0.011], [-0.009, -0.005, 0.015], [-0.021, 0.003, 0.002], [-0.009, 0.003, -0.015], [0.007, 0.020, -0.007], [0.015, 0.019, 0.001], [0.010, -0.002, 0.013], [-0.009, -0.014, 0.004], [-0.017, 0.011, -0.004], [0.037, -0.050, -0.021], [-0.006, 0.022, -0.024], [-0.006, 0.032, 0.034], [0.000, -0.013, -0.083], [0.011, -0.006, 0.017], [-0.008, -0.025, -0.001], [-0.030, 0.006, -0.006], [-0.035, 0.015, -0.011], [-0.004, -0.006, -0.001], [0.040, -0.005, 0.062], [0.022, 0.007, 0.011], [-0.043, -0.042, 0.027], [0.022, 0.018, -0.029], [-0.003, 0.004, -0.008], [0.021, 0.007, -0.001], [0.000, -0.004, 0.009], [-0.015, -0.008, 0.010], [-0.016, -0.004, -0.014], [-0.022, -0.020, -0.010], [0.009, 0.010, -0.011], [0.014, 0.010, 0.004], [0.009, -0.005, 0.012]], "total_charge": -1, "homo_lumo_gap_ev": 6.9}